(1)
This record from OMol25 describes a structure of composition C35H32Br6N6O6. The level of theory is ωB97M-V with the def2-TZVPD basis set.

Geometry as XYZ:
```
85
C35H32Br6N6O6 (ωB97M-V with the def2-TZVPD basis set)
C -1.94 1.86 -4.77
Br -2.91 1.41 -3.14
Br -3.36 2.18 -6.14
Br -0.66 0.52 -5.41
H -1.42 2.81 -4.70
C -1.99 -0.23 0.16
Br -3.87 -0.25 0.87
Br -1.49 -1.81 -1.00
Br -0.54 0.11 1.44
H -1.98 0.70 -0.40
C 2.12 2.62 1.41
C 3.13 2.97 0.53
C 4.45 3.19 0.93
C 4.73 2.91 2.28
C 3.70 2.50 3.16
C 2.42 2.35 2.72
N 6.10 3.04 2.74
O 7.11 2.94 2.04
O 6.18 3.34 3.92
H 1.08 2.48 1.16
H 2.93 3.22 -0.51
H 5.16 3.55 0.20
H 3.89 2.30 4.21
H 1.72 1.89 3.41
C -0.51 8.15 0.41
C 0.19 7.05 -0.02
C -0.26 5.76 0.16
C -1.48 5.59 0.72
C -2.27 6.70 1.13
C -1.75 7.97 1.08
N -1.99 4.21 1.01
O -2.96 4.11 1.84
O -1.45 3.25 0.47
H -0.12 9.14 0.28
H 1.14 7.29 -0.48
H 0.38 4.94 -0.10
H -3.31 6.59 1.40
H -2.20 8.91 1.38
C -3.43 -4.35 4.82
C -4.46 -5.20 4.38
C -4.87 -5.18 3.07
C -4.25 -4.34 2.12
C -3.18 -3.47 2.51
C -2.86 -3.46 3.90
N -4.71 -4.32 0.74
O -4.20 -3.52 0.01
O -5.41 -5.25 0.32
H -3.14 -4.31 5.86
H -4.85 -5.92 5.08
H -5.71 -5.79 2.79
H -2.72 -2.77 1.83
H -2.12 -2.76 4.28
N 1.13 3.42 -2.90
C 0.66 2.38 -2.22
C 1.36 1.13 -2.09
C 2.54 0.96 -2.80
C 3.08 2.06 -3.48
C 2.38 3.28 -3.39
H -0.37 2.50 -1.92
H 0.93 0.38 -1.45
H 3.07 0.02 -2.71
H 4.09 2.09 -3.84
H 2.82 4.20 -3.77
N -2.91 -5.25 -2.46
C -1.60 -5.48 -2.28
C -0.99 -6.61 -2.72
C -1.71 -7.42 -3.51
C -3.07 -7.30 -3.77
C -3.62 -6.20 -3.19
H -1.17 -4.64 -1.76
H 0.07 -6.81 -2.62
H -1.20 -8.26 -3.95
H -3.61 -8.01 -4.37
H -4.69 -6.14 -3.22
N 5.07 -3.07 0.28
C 4.00 -3.77 0.71
C 2.85 -3.21 1.19
C 2.70 -1.82 1.17
C 3.82 -1.03 0.69
C 4.88 -1.74 0.24
H 4.12 -4.84 0.61
H 2.07 -3.85 1.57
H 1.78 -1.37 1.51
H 3.78 0.04 0.65
H 5.72 -1.29 -0.28
```

## Properties
- Electronic energy: -17576.23496 a.u.
- Net charge: +1
- E_HOMO (alpha / beta): -11.286 / -11.286 eV
- Kohn-Sham gap (alpha / beta): 6.715 / 2.711 eV
- Multiplicity: 2

Charges per atom according to Mulliken partitioning, unit e: -0.322 0.013 -0.076 -0.035 0.411 0.053 -0.011 0.101 0.099 -0.166 0.265 -0.327 -0.492 0.095 -0.501 -0.664 0.911 -0.574 -0.544 0.241 0.216 0.472 0.469 0.432 -0.362 -0.663 0.215 0.218 -0.562 -0.617 0.892 -0.559 -0.432 0.384 0.380 0.334 0.390 0.372 -0.488 -0.460 -0.471 0.082 0.140 -0.580 0.933 -0.473 -0.594 0.406 0.374 0.423 0.341 0.412 -0.498 -0.333 -0.059 -0.491 -0.456 -0.520 0.706 0.302 0.504 0.421 0.459 0.188 0.060 -0.774 0.027 -0.428 -0.234 0.447 0.385 0.382 0.413 0.406 -0.558 -0.246 -0.654 0.025 -0.186 -0.420 0.372 0.410 0.334 0.488 0.427

=====

(2)
This record from OMol25 describes the molecule C5H11NO2. The level of theory is ωB97M-V with the def2-TZVPD basis set.

Geometry as XYZ:
```
19
C5H11NO2 (ωB97M-V with the def2-TZVPD basis set)
C -0.93 1.74 0.13
C -0.56 0.28 0.16
C -1.76 -0.67 0.50
O -2.85 -0.46 -0.37
C 0.65 -0.20 -0.11
C 1.16 -1.60 -0.02
N 1.69 0.74 -0.55
O 2.95 0.62 0.13
H -1.98 1.85 0.41
H -0.31 2.31 0.82
H -0.81 2.16 -0.87
H -1.47 -1.73 0.50
H -2.13 -0.42 1.50
H -2.55 -0.60 -1.27
H 1.83 -1.70 0.84
H 1.74 -1.83 -0.92
H 0.37 -2.34 0.05
H 1.43 1.72 -0.45
H 3.53 0.14 -0.48
```

## Properties
- Electronic energy: -402.26161 a.u.
- Net charge: 0
- E_HOMO: -8.367 eV
- ΔE to the lowest compared entry with this formula, charge and spin: 305.9 kJ/mol
- Kohn-Sham gap: 9.170 eV

Charges per atom according to Mulliken partitioning, unit e: -1.525 0.507 -0.682 -0.528 0.745 -1.321 -0.346 -0.453 0.363 0.362 0.356 0.266 0.278 0.326 0.268 0.340 0.403 0.315 0.325